This record from the Open Molecules 2025 dataset describes a structure of composition C29H46HfP2 at a distorted geometry. The level of theory is the ωB97M-V functional and the def2-TZVPD basis.

```
78
Properties=species:S:1:pos:R:3:forces:R:3
H -1.60005 1.21963 -6.92820 0.17 0.07 0.05
H 5.11184 1.93556 1.33661 -0.78 0.56 0.28
C -0.98579 -2.26719 -1.04478 -0.14 0.02 -0.64
C -0.74004 0.87328 -2.63219 -1.23 0.22 0.77
C -3.70877 0.71764 -2.66498 0.20 -0.21 -1.25
H 3.83214 -1.35910 -3.17899 0.55 0.20 0.59
C 2.04033 -2.88400 -0.56017 -0.04 -0.19 -0.09
C 1.59522 3.06830 -0.08723 1.64 0.99 -0.14
H 3.43079 0.36217 -2.47762 2.19 -0.50 -1.95
H 0.58032 1.60660 2.80394 -0.08 -0.48 -0.20
H -0.27009 0.20449 3.52690 0.14 0.35 0.11
H 4.67016 4.41225 0.86030 -0.51 -0.33 -0.26
H -0.86485 -1.21750 -3.39497 0.42 0.34 -1.02
H -0.92874 -3.29891 -0.65007 -0.19 0.50 0.12
C 2.84795 -1.48986 1.89913 0.53 0.01 0.06
H -4.58540 2.57679 -1.87421 0.60 0.14 0.12
H 1.69107 3.59938 -6.17145 -0.20 0.03 0.00
H -0.10935 1.12356 -7.86087 0.13 -0.01 0.42
H 3.04350 0.66865 1.67749 0.23 -0.37 -0.79
H -0.60311 -0.20888 -6.79224 0.07 0.18 0.01
H -0.85278 0.66477 -1.51038 -0.01 0.44 -1.46
H 2.19792 0.54895 -6.27532 0.16 0.20 0.89
H 0.57773 3.15101 -7.49772 0.11 -0.17 0.63
C -1.40840 -0.28120 -3.52601 2.52 0.85 -0.45
H -2.05240 0.95855 1.00054 -0.15 -0.29 0.07
H 2.40351 5.09535 0.03172 -0.11 -0.32 0.33
C -0.11186 -1.34749 -0.25807 0.73 -0.35 0.68
H -2.23027 -0.58643 -5.50861 -0.27 -1.01 0.64
H -3.25524 1.65985 -4.69270 -0.75 0.36 0.26
H 0.57795 3.40737 -0.37910 0.97 -0.42 -0.34
C 1.32252 -1.62458 -0.12790 -0.74 0.67 0.41
C 0.67721 3.25108 -6.40087 -0.02 0.16 0.37
H 2.81144 -2.58197 1.81046 0.21 0.21 0.07
C -1.93510 -0.12536 1.16912 -0.19 0.03 -0.16
C -3.51027 0.68279 -4.26721 -0.05 -0.01 0.93
P 0.24907 1.70597 -5.40536 -0.17 0.98 -2.90
C -1.17591 2.39208 -2.91052 0.17 -0.18 0.24
C 0.58444 -0.29899 1.68361 1.46 0.38 -1.00
H -2.64327 -0.66791 0.52536 0.18 0.33 0.16
Hf 1.90196 0.15057 -1.42689 -3.85 -1.19 3.88
C 3.43698 -0.36545 -3.38526 0.33 -0.01 -0.56
C -0.52140 -0.52742 0.84951 -0.09 -0.80 -0.43
H -4.33950 0.24243 -4.83665 0.01 0.35 0.34
C 1.96428 1.69543 0.03860 -1.75 1.79 0.28
C 3.03029 1.43449 0.91868 1.99 0.25 -0.66
P 1.76098 -0.57301 -4.07272 -0.66 0.42 -2.87
H -2.25108 -0.33779 2.21598 0.54 0.15 -0.62
C 1.85716 0.88641 -5.27196 0.29 -0.01 0.11
C 3.88380 3.66117 0.69501 -0.04 -0.16 -0.59
H -2.83247 0.21803 -2.17062 -1.14 0.38 -0.67
H -2.03415 -1.92555 -1.08168 0.47 -0.30 -0.08
H -0.02939 4.03088 -6.07730 0.28 -0.10 -0.15
H 2.58427 1.59420 -4.84867 -0.29 0.11 -0.21
H 3.13273 -2.70495 -0.55462 -0.37 -0.31 -0.03
H 1.49694 0.28018 3.55549 -0.30 0.11 -0.19
C -2.51364 2.83807 -2.33097 0.37 0.03 1.35
H 0.86846 -1.96380 -5.99351 -0.12 0.21 0.57
H -4.56725 0.12575 -2.30440 -0.04 0.69 -0.46
H 2.63328 -1.27064 2.94374 0.36 0.07 0.05
C 1.73082 -0.91772 1.07824 -0.96 -1.58 0.34
H 1.82849 -3.69976 0.16856 0.18 0.35 -0.57
H 0.47260 0.88461 -2.82929 -2.24 0.14 -0.19
H 2.44326 -1.27151 -6.35313 -0.15 -0.29 0.67
H 2.32213 -2.66241 -5.24162 -0.27 -0.01 -0.23
H -0.36162 2.99455 -2.44534 -0.56 -0.21 -0.16
H 3.86762 -1.14451 1.64977 -0.40 -0.28 0.18
H -1.07110 2.67818 -4.01240 -0.63 -0.67 1.89
C -2.32783 -0.13389 -4.52356 1.37 -0.65 1.14
H -0.60028 -2.34267 -2.06812 -0.31 -0.18 0.22
C 4.13558 2.32040 0.98630 -0.54 0.48 0.34
H -2.40989 3.73903 -1.70497 -0.48 0.05 -0.94
C 1.83823 -1.72583 -5.54789 1.11 -1.20 0.53
C -3.65619 2.14348 -2.26204 -0.10 0.43 0.74
H 3.95777 0.13221 -4.20527 0.72 0.04 0.73
C 2.59316 4.03805 0.23109 -0.37 -0.50 -0.01
C -0.55685 0.88305 -6.88675 -0.05 -0.55 0.17
C 0.60988 0.50890 2.94768 -0.15 -0.48 0.08
H 1.73656 -3.21496 -1.56996 0.11 0.02 0.45
```
Forces are in eV/Å.

Output
Relative energy (zero: lowest compared OMol25 entry of this formula, charge and spin) in kcal/mol: 165.06
E_LUMO (spin up / spin down) in eV: -7.254 / -7.255
Total charge: +2
HOMO energy (spin up / spin down) in hartree: -0.486 / -0.486
Frontier orbital gap (spin up / spin down) in eV: 5.977 / 5.975